Density functional theory data (the ωB97M-V functional and the def2-TZVPD basis) for a molecular structure, C34H27GeIN3PtS4SbSe2 at a distorted geometry.

Each line ends with the Mulliken charge.
CARTESIAN COORDINATES (ANGSTROEM)
Pt: 0.617 -0.001 1.892  1.87
S: 3.639 -0.175 3.958  -0.28
Sb: 3.540 -2.513 2.719  0.28
S: 1.808 -2.025 1.097  -0.41
S: 2.994 0.962 2.476  -0.02
S: 2.335 -3.779 4.223  -0.76
Se: 1.021 2.814 3.570  -0.14
Se: -2.876 2.514 3.255  -0.52
C: -1.997 2.639 1.608  -0.50
C: -2.373 3.666 0.736  -0.84
C: -1.695 3.823 -0.451  -0.89
C: -0.654 2.957 -0.750  -0.06
C: -0.349 1.947 0.152  0.01
N: -1.025 1.785 1.295  0.00
C: 0.504 1.378 4.650  0.18
C: 0.303 1.595 6.018  -0.78
C: -0.025 0.533 6.825  -0.26
C: -0.094 -0.740 6.266  -0.95
C: 0.125 -0.874 4.910  -0.10
N: 0.387 0.157 4.115  0.18
H: -3.171 4.334 1.028  0.41
H: -1.950 4.628 -1.133  0.40
H: -0.069 3.069 -1.654  0.43
H: 1.720 1.552 0.163  0.27
H: 0.409 2.603 6.395  0.36
H: -0.211 0.683 7.881  0.36
H: -0.317 -1.609 6.867  0.42
H: 0.114 -1.853 4.445  0.26
I: -5.633 -0.803 2.237  0.03
C: -3.703 -1.669 2.149  -0.66
C: -3.587 -3.046 2.019  -0.29
C: -2.298 -3.568 1.988  -1.04
C: -1.222 -2.711 2.089  -0.09
N: -1.352 -1.386 2.208  0.16
C: -2.584 -0.876 2.248  0.89
H: -4.459 -3.682 1.961  0.39
H: -2.130 -4.632 1.903  0.52
H: -0.209 -3.095 2.076  0.35
H: -2.660 0.193 2.386  -0.63
C: 0.783 0.999 -0.008  -0.44
Ge: 0.937 0.231 -1.822  1.44
C: -0.737 0.642 -2.830  0.10
C: -0.743 1.052 -4.155  -0.17
C: -1.931 1.275 -4.831  -0.61
C: -3.140 1.111 -4.179  -0.49
C: -3.152 0.722 -2.852  -1.14
C: -1.963 0.481 -2.192  0.17
C: 2.474 1.111 -2.791  -0.06
C: 2.921 2.348 -2.339  -0.26
C: 3.990 2.995 -2.931  -0.87
C: 4.663 2.399 -3.983  -0.34
C: 4.231 1.172 -4.451  -0.85
C: 3.138 0.548 -3.874  -0.31
C: 0.924 -1.753 -2.058  -0.06
C: 1.902 -2.502 -2.693  -0.16
C: 1.701 -3.844 -2.971  -0.77
C: 0.524 -4.463 -2.594  -0.49
C: -0.435 -3.742 -1.901  -0.79
C: -0.234 -2.401 -1.647  -0.07
H: 0.202 1.203 -4.661  0.30
H: -1.916 1.576 -5.872  0.39
H: -4.074 1.294 -4.696  0.35
H: -4.095 0.614 -2.333  0.46
H: -1.982 0.174 -1.154  0.38
H: 2.430 2.821 -1.500  0.33
H: 4.309 3.962 -2.571  0.40
H: 5.512 2.895 -4.432  0.36
H: 4.754 0.700 -5.273  0.38
H: 2.793 -0.394 -4.275  0.48
H: 2.842 -2.040 -2.960  0.49
H: 2.468 -4.409 -3.489  0.36
H: 0.356 -5.506 -2.831  0.35
H: -1.343 -4.227 -1.567  0.41
H: -0.983 -1.840 -1.104  0.20

* net charge: -2
* energy relative to the best compared isomer or geometry (same formula, charge and spin): 322.1 kJ/mol
* HOMO-LUMO gap (spin up / spin down): 0.1686 / 0.1685 Eh
* HOMO (spin up / spin down): -1.03 / -1.02 eV
* electronic energy: -288602.67444 eV


Density functional theory data (the ωB97M-V functional and the def2-TZVPD basis) for C8H7P in the gas phase at a distorted geometry.

Each line ends with the Mulliken charge.
CARTESIAN COORDINATES (ANGSTROEM)
C: -0.398 -1.286 -2.114  -1.20
C: -0.429 -0.522 -0.887  1.28
C: -1.534 -0.705 0.012  -0.42
C: -1.316 -0.073 1.161  -1.03
C: 0.048 0.515 1.052  0.47
C: 0.825 1.387 1.750  -0.12
C: 2.071 1.632 1.102  -0.44
P: 2.240 0.848 -0.465  -0.09
C: 0.534 0.119 -0.215  -0.65
H: 0.588 -1.903 -2.262  0.28
H: -0.345 -0.712 -3.116  0.27
H: -1.237 -1.984 -2.186  0.35
H: -2.414 -1.213 -0.378  0.34
H: -1.953 -0.005 2.096  0.31
H: 0.418 1.902 2.723  0.27
H: 2.901 2.001 1.728  0.36

* energy relative to the best compared isomer or geometry (same formula, charge and spin): 106.6 kJ/mol
* HOMO-LUMO gap (spin up / spin down): 0.2338 / 0.2338 Eh
* SMILES string: CC1=CC=C2C=CP=C12
* HOMO (spin up / spin down): -7.80 / -7.80 eV
* electronic energy: -17695.11235 eV


Density functional theory data (the ωB97M-V functional and the def2-TZVPD basis) for a molecular structure, C17H22N2O3S7W.

Each line ends with the Mulliken charge.
CARTESIAN COORDINATES (ANGSTROEM)
W: 0.049 0.307 -0.366  1.57
C: 3.124 1.217 -0.733  -1.39
O: 2.188 0.592 0.184  0.08
C: 2.471 0.965 1.548  -0.58
C: 1.701 0.009 2.412  -0.81
O: 0.332 0.019 1.969  -0.29
C: -0.571 0.721 2.839  -0.67
C: -1.860 0.771 2.078  -0.82
O: -1.622 1.439 0.825  -0.06
C: -1.978 2.843 0.884  -1.17
H: 4.121 0.837 -0.516  0.45
H: 3.090 2.299 -0.606  0.41
H: 2.824 0.953 -1.743  0.42
H: 2.166 2.004 1.699  0.29
H: 3.545 0.876 1.722  0.63
H: 1.757 0.290 3.463  0.61
H: 2.067 -1.011 2.301  0.22
H: -0.186 1.723 3.046  0.39
H: -0.679 0.169 3.775  0.51
H: -2.634 1.294 2.637  0.71
H: -2.207 -0.237 1.852  0.13
H: -2.960 2.926 1.346  0.38
H: -2.018 3.216 -0.132  0.40
H: -1.240 3.407 1.455  0.31
C: -3.429 0.711 -1.435  -1.11
C: -3.004 -0.562 -0.787  0.61
N: -1.767 -0.879 -0.457  0.47
C: -1.668 -2.166 0.047  -0.33
C: -2.857 -2.805 0.152  -0.49
S: -4.110 -1.812 -0.442  -0.11
C: -0.320 -2.685 0.240  -0.06
C: 0.036 -3.956 0.539  -0.59
S: 1.715 -4.144 0.354  -0.14
C: 1.885 -2.511 -0.091  0.17
N: 0.744 -1.844 -0.080  0.47
C: 3.228 -2.007 -0.500  -0.84
H: -2.562 1.322 -1.675  0.06
H: -4.104 1.275 -0.791  0.30
H: -3.961 0.495 -2.362  0.49
H: -3.050 -3.807 0.499  0.48
H: -0.604 -4.784 0.798  0.48
H: 3.875 -2.847 -0.746  0.62
H: 3.710 -1.442 0.297  0.08
H: 3.139 -1.379 -1.384  0.11
S: 1.754 3.839 -6.542  -0.11
C: 1.324 3.073 -5.197  0.14
S: 1.094 3.888 -3.649  -0.01
C: 0.667 2.470 -2.747  0.28
C: 0.652 1.292 -3.419  0.25
S: 0.147 -0.127 -2.575  -0.31
S: 1.047 1.336 -5.109  -0.03
S: 0.304 2.499 -1.057  -0.58

* net charge: +2
* HOMO-LUMO gap: 0.2155 Eh
* HOMO: -12.75 eV
* electronic energy: -104767.05766 eV


Density functional theory data (the ωB97M-V functional and the def2-TZVPD basis) for 2 unconnected molecules or ions with the total composition C9H13F3IN2O.

Each line ends with the Mulliken charge.
CARTESIAN COORDINATES (ANGSTROEM)
F: -0.861 0.989 1.008  -0.26
C: -1.582 -0.164 0.940  0.96
F: -2.877 0.165 0.875  -0.26
F: -1.238 -0.749 -0.251  -0.27
C: -1.263 -1.075 2.098  -0.83
C: 0.042 -1.844 1.862  -0.98
C: 1.218 -0.933 1.617  0.34
C: 1.914 -1.008 0.409  -0.32
N: 2.909 -0.168 0.204  0.37
N: 3.360 0.758 1.025  -0.72
C: 2.736 0.846 2.178  -0.19
I: 3.386 2.295 3.489  0.27
C: 1.646 0.013 2.496  0.19
H: -1.208 -0.451 2.989  0.37
H: -2.085 -1.775 2.232  0.36
H: -0.081 -2.506 1.007  0.40
H: 0.253 -2.476 2.726  0.39
H: 1.671 -1.703 -0.381  0.46
H: 3.415 -0.193 -0.676  0.29
H: 1.164 0.139 3.456  0.43
C: -2.118 1.536 -2.934  -0.80
C: -1.074 0.913 -3.836  -0.24
O: 0.150 0.679 -3.131  -0.49
H: -1.766 2.491 -2.543  0.25
H: -3.061 1.696 -3.457  0.35
H: -2.315 0.875 -2.087  0.13
H: -0.821 1.570 -4.666  0.30
H: -1.443 -0.027 -4.257  0.25
H: -0.072 0.106 -2.391  0.23

* net charge: +1
* energy relative to the best compared isomer or geometry (same formula, charge and spin): 0.0 kJ/mol
* HOMO-LUMO gap: 0.2770 Eh
* HOMO: -12.72 eV
* electronic energy: -30817.54073 eV


Density functional theory data (the ωB97M-V functional and the def2-TZVPD basis) for a molecular structure, C47H62BrClIMoN2O4 at a distorted geometry.

Each line ends with the Mulliken charge.
CARTESIAN COORDINATES (ANGSTROEM)
Mo: 0.986 0.041 -0.048  0.12
C: -1.785 1.681 -0.427  -0.25
N: -1.385 0.267 -0.347  1.57
C: -1.904 -0.400 -1.550  -1.35
C: -2.007 -0.326 0.857  -1.02
C: -1.328 -1.624 1.269  -0.97
N: 0.142 -1.464 1.368  1.02
C: 0.529 -1.064 2.748  -1.24
C: -0.024 0.253 3.242  -0.07
C: -0.662 0.345 4.460  -0.60
C: -1.097 1.573 4.956  -0.76
C: -0.827 2.705 4.200  0.40
C: -0.169 2.678 2.968  -0.94
C: 0.192 1.417 2.475  0.47
O: 0.686 1.200 1.251  -0.55
C: 0.153 4.013 2.281  2.35
C: 1.006 4.836 3.262  -1.81
C: -1.142 4.780 1.976  -1.60
C: 0.962 3.904 0.981  -2.02
C: -1.807 1.620 6.303  1.91
C: -3.032 0.692 6.269  -1.61
C: -2.283 3.028 6.669  -2.06
C: -0.832 1.145 7.393  -1.64
C: 0.796 -2.773 1.081  -0.70
C: 0.433 -3.358 -0.262  -0.52
C: -0.054 -4.645 -0.359  -0.55
C: -0.420 -5.189 -1.587  -0.57
C: -0.218 -4.411 -2.716  0.12
C: 0.290 -3.112 -2.686  -0.50
C: 0.579 -2.571 -1.422  0.19
O: 0.930 -1.295 -1.211  -0.44
C: 0.473 -2.391 -4.026  2.42
C: 1.132 -1.012 -3.931  -2.08
C: -0.896 -2.236 -4.710  -1.59
C: 1.376 -3.257 -4.919  -1.86
C: -1.053 -6.574 -1.631  1.93
C: -0.031 -7.610 -1.140  -1.65
C: -2.289 -6.589 -0.716  -1.61
C: -1.508 -6.962 -3.040  -2.08
H: -2.862 1.772 -0.608  0.38
H: -1.254 2.162 -1.246  -0.30
H: -1.548 2.189 0.504  -0.23
H: -2.998 -0.345 -1.576  0.33
H: -1.605 -1.445 -1.585  0.39
H: -1.514 0.107 -2.431  0.32
H: -3.072 -0.521 0.674  0.57
H: -1.938 0.394 1.673  0.27
H: -1.539 -2.397 0.528  0.65
H: -1.737 -1.960 2.229  0.39
H: 1.623 -1.004 2.761  0.41
H: 0.224 -1.851 3.449  0.45
H: -0.815 -0.557 5.038  0.60
H: -1.131 3.666 4.583  0.58
H: 0.459 5.079 4.171  0.35
H: 1.308 5.771 2.791  0.48
H: 1.904 4.285 3.541  0.41
H: -1.776 4.863 2.857  0.29
H: -1.716 4.299 1.184  0.19
H: -0.900 5.787 1.638  0.47
H: 1.909 3.388 1.142  0.31
H: 1.187 4.911 0.630  0.59
H: 0.420 3.399 0.185  0.18
H: -3.723 1.001 5.484  0.37
H: -3.553 0.732 7.225  0.45
H: -2.748 -0.343 6.086  0.33
H: -2.985 3.416 5.931  0.41
H: -1.444 3.716 6.762  0.40
H: -2.791 2.999 7.633  0.44
H: -0.526 0.112 7.237  0.33
H: -1.306 1.214 8.371  0.47
H: 0.061 1.770 7.403  0.36
H: 0.513 -3.489 1.863  0.45
H: 1.877 -2.608 1.130  0.42
H: -0.148 -5.237 0.542  0.56
H: -0.473 -4.827 -3.676  0.61
H: 0.521 -0.295 -3.386  -0.03
H: 1.277 -0.619 -4.938  0.55
H: 2.108 -1.069 -3.447  0.34
H: -1.557 -1.589 -4.137  0.22
H: -1.389 -3.199 -4.828  0.32
H: -0.764 -1.798 -5.698  0.48
H: 2.329 -3.447 -4.426  0.42
H: 1.571 -2.739 -5.858  0.48
H: 0.913 -4.212 -5.153  0.33
H: 0.273 -7.412 -0.113  0.32
H: 0.858 -7.595 -1.768  0.36
H: -0.464 -8.608 -1.180  0.47
H: -2.028 -6.389 0.322  0.34
H: -2.770 -7.565 -0.760  0.45
H: -3.007 -5.835 -1.040  0.37
H: -0.664 -7.037 -3.725  0.38
H: -2.227 -6.241 -3.429  0.41
H: -1.994 -7.936 -3.008  0.45
Cl: 8.129 1.504 -0.793  -0.20
C: 6.535 0.981 -0.378  0.11
C: 6.343 0.169 0.748  -0.62
C: 5.079 -0.282 1.056  -1.09
C: 3.970 0.085 0.288  0.66
O: 2.782 -0.388 0.607  0.64
C: 4.153 0.965 -0.822  0.05
C: 3.078 1.464 -1.571  0.25
O: 1.830 1.249 -1.341  0.52
C: 5.474 1.364 -1.152  -1.34
H: 7.184 -0.100 1.368  0.46
H: 4.924 -0.934 1.904  0.52
H: 3.299 2.129 -2.405  0.37
H: 5.629 1.999 -2.013  0.48
Br: -1.997 5.037 -2.258  -0.12
C: -1.365 5.290 -4.026  0.51
C: -1.969 6.267 -4.799  -0.50
C: -1.509 6.516 -6.081  -0.54
C: -0.430 5.801 -6.576  -0.63
C: 0.165 4.815 -5.808  -0.59
C: -0.311 4.539 -4.535  0.18
I: 0.552 2.983 -3.411  0.14
H: -2.796 6.828 -4.391  0.40
H: -1.989 7.273 -6.683  0.37
H: -0.051 6.007 -7.567  0.38
H: 1.008 4.259 -6.195  0.38

* net charge: +1
* energy relative to the best compared isomer or geometry (same formula, charge and spin): 102.1 kJ/mol
* HOMO-LUMO gap (spin up / spin down): 0.2223 / 0.2630 Eh
* HOMO (spin up / spin down): -9.42 / -10.63 eV
* electronic energy: -153434.55721 eV
* multiplicity: 3


Q: The highest electronic energy belongs to which entry?
A: C8H7P


Q: Among the records above, which one has the highest electronic energy?
A: C8H7P